Record 1
C5H8O3 in the gas phase. Source: the Open Molecules 2025 dataset; level of theory: ωB97M-V/def2-TZVPD.

Structure (XYZ):
```
16
Properties=species:S:1:pos:R:3:forces:R:3
C 0.39666 -0.01306 -0.97280 0.1 -0.3 0.6
C 1.03456 -1.01269 0.14667 1.1 0.1 -0.1
C -0.98459 -0.50824 0.73814 -1.5 1.5 -0.7
C -1.80342 0.76661 0.55588 -0.5 -0.4 -0.5
C -0.45266 0.78209 -0.07417 -0.8 -0.6 -0.4
H 1.99557 0.17754 -1.95346 0.8 -0.2 -0.5
H -0.22289 -0.60909 -1.57382 -0.7 -1.0 -1.3
H 1.10047 -2.05785 -0.15884 -0.6 0.0 -0.3
H 2.07564 -0.78518 0.40675 -0.2 0.4 0.2
H -1.42834 -1.27134 0.11268 0.2 -0.2 -0.2
H -1.72131 1.53677 1.29241 -0.7 0.4 0.4
H -2.77800 0.63795 -0.01947 1.5 0.1 1.0
H 0.92921 0.93930 1.20359 0.1 0.4 0.2
O 1.28717 0.76399 -1.72890 -0.2 -0.1 0.4
O 0.18740 -0.90163 1.33891 0.9 -0.4 0.2
O 0.38454 1.55483 0.68641 0.4 0.6 1.1
```
Forces are in eV/Å.

Results
HOMO-LUMO gap = 9.160 eV
SMILES = O[C@H]1CO[C@H]2C[C@@]21O
Total charge = 0
ΔE to the lowest compared entry with this formula, charge and spin = 5.1686 eV
Spin multiplicity = 1
Molar mass = 116.1 g/mol
Max |F| = 0.0434 hartree/bohr
HOMO level = -8.43 eV

=====

Record 2
A molecular structure, C17H24ClN3O2. Source: the Open Molecules 2025 dataset; level of theory: ωB97M-V/def2-TZVPD.

Structure (XYZ):
```
47
Properties=species:S:1:pos:R:3:forces:R:3
C 3.83859 -0.71376 -4.67688 -4.9 4.0 1.4
H 3.33363 -0.20788 -5.54903 0.8 -0.6 0.4
C 2.54723 -1.38563 -3.81567 2.1 0.8 -8.9
C 1.48506 -0.34881 -3.61456 1.7 1.2 -2.2
C 1.85648 0.92250 -2.79628 10.1 -9.2 -0.1
N 0.89094 1.51222 -2.25348 -4.9 4.5 2.0
C 0.64952 1.51732 -0.93378 -12.4 8.2 -10.2
O 0.99719 0.90520 -0.12673 8.0 -9.1 12.3
C -0.93033 2.17461 -0.70483 5.6 -1.7 5.7
H -1.55360 1.54943 -0.13668 -0.4 -1.9 0.2
H -1.33382 2.34201 -1.54292 -3.1 2.0 -6.4
C -0.72762 3.28301 0.21102 6.1 1.1 0.2
C -0.34185 3.14957 1.66130 0.9 -11.4 -1.0
C -1.50980 2.35237 2.58525 -3.0 8.0 -5.9
C -1.09992 1.73719 3.67046 6.2 -1.9 9.7
O -0.77478 2.14630 4.85667 -2.6 0.7 -2.8
N -0.45694 0.59081 3.50229 -0.7 -3.5 -6.4
N -0.54478 -0.11278 2.28270 -2.6 4.7 0.6
C -0.10722 -1.22739 2.09522 4.9 -3.9 -0.6
C 0.05252 -1.89921 0.76216 -13.9 7.4 0.1
C -1.19604 -1.73170 -0.23302 5.4 -1.5 3.3
C -0.98080 -2.52059 -1.38047 -11.2 7.6 2.1
C -0.01486 -3.21671 -1.72609 9.7 -5.7 -2.4
C 1.22165 -3.31072 -0.88726 -15.1 3.7 -0.3
C 0.78609 -2.70867 0.22190 15.0 -4.7 3.5
H 1.84993 -2.66149 1.02657 -2.3 -0.6 -1.5
H 1.97506 -3.61786 -1.27159 9.6 -4.1 -3.5
H -0.12140 -3.71960 -2.68346 0.5 0.0 -0.1
H -1.85606 -2.29240 -2.04491 0.8 -1.0 0.0
Cl -2.50305 -0.84591 0.36366 -1.0 -0.2 -1.2
H 0.64558 -1.70537 2.74345 -0.4 -0.1 0.9
H -0.09774 0.00790 4.13958 1.5 -1.6 3.9
H -2.15077 3.22941 2.88564 0.3 -0.8 -0.1
H -2.04368 1.84531 1.85461 -1.0 -1.6 -0.8
H 0.50045 2.22246 1.62724 -1.9 2.2 0.3
H 0.09046 3.62130 2.39236 2.4 4.8 2.8
H -0.00777 4.04963 -0.12946 0.5 -0.5 -0.5
H -1.34122 3.93318 0.47529 -7.8 5.4 0.2
H 0.21007 1.84301 -2.89542 -0.9 0.7 0.2
H 2.52576 0.13906 -1.83473 -1.9 2.6 -2.0
H 2.75344 1.49082 -3.07819 -0.5 0.0 -0.8
H 0.95338 -1.11706 -3.13868 -3.1 0.5 1.1
H 1.20933 0.01946 -4.64696 -0.6 -0.9 1.0
H 3.15077 -1.65417 -3.08616 1.5 -2.1 4.5
H 2.22122 -2.28859 -4.63560 0.5 2.3 2.9
H 4.22932 0.17407 -4.07404 -0.2 -1.4 -0.6
H 4.56690 -1.34014 -4.97331 2.5 -2.3 -0.9
```
Forces are in eV/Å.

Results
HOMO-LUMO gap = 8.352 eV
Total charge = 0
ΔE to the lowest compared entry with this formula, charge and spin = 19.3084 eV
Spin multiplicity = 1
Molar mass = 337.9 g/mol
Max |F| = 0.3507 hartree/bohr
HOMO level = -8.48 eV

=====

Record 3
A molecular structure, C26H25N8O3PRu. Source: the Open Molecules 2025 dataset; level of theory: ωB97M-V/def2-TZVPD.

Structure (XYZ):
```
64
Properties=species:S:1:pos:R:3:forces:R:3
Ru 0.05610 0.72271 -0.24381 0.0 -0.4 0.2
O 2.50775 -1.96495 -2.69917 0.0 0.0 0.0
C 3.66472 -1.70370 -2.05265 0.0 0.0 0.0
C 4.74657 -2.52435 -2.36875 0.0 0.0 0.0
C 5.96495 -2.33114 -1.75838 0.0 0.0 0.0
C 6.14305 -1.31699 -0.81227 0.0 0.0 0.0
C 5.08271 -0.50924 -0.48833 0.0 0.0 0.0
C 3.82500 -0.68350 -1.09698 0.0 0.0 0.0
C 2.72493 0.16796 -0.67641 0.0 0.1 0.0
O 1.54460 0.05386 -1.26881 0.0 0.1 -0.3
N 2.85852 1.05934 0.28012 -0.1 0.0 0.0
N 1.66068 1.65929 0.50421 0.1 0.1 0.2
C 1.75266 2.89915 0.93331 0.0 0.0 0.0
C 0.70151 3.82731 0.82196 0.1 0.0 0.1
C 0.86820 5.11614 1.39814 0.0 -0.1 0.0
C -0.09844 6.06621 1.26742 0.0 0.0 -0.1
C -1.27151 5.78500 0.52490 0.0 0.1 0.0
C -1.45294 4.57517 -0.07842 0.1 0.0 0.0
C -0.46504 3.56983 0.04022 -0.1 0.0 0.1
O -0.68011 2.44820 -0.59810 0.3 0.0 -0.4
H 1.83953 -1.32011 -2.43042 0.0 0.0 0.0
H 4.59957 -3.30144 -3.10586 0.0 0.0 0.0
H 6.79600 -2.97247 -2.02026 0.0 0.0 0.0
H 7.10546 -1.16837 -0.34451 0.0 0.0 0.0
H 5.19970 0.28382 0.23724 0.0 0.0 0.0
H 2.73370 3.21394 1.27827 0.0 0.1 0.0
H 1.77989 5.31868 1.94505 0.0 0.0 0.0
H 0.02792 7.04127 1.71616 0.0 0.0 0.0
H -2.03045 6.55031 0.43050 0.0 0.0 0.0
H -2.32938 4.35413 -0.67162 0.0 0.0 0.0
C -4.55107 -0.61214 2.54790 0.0 0.0 0.0
N -3.35023 0.13276 2.16491 0.0 0.0 0.0
C -2.90410 1.27324 2.77308 0.0 0.0 0.0
C -1.73827 1.61648 2.15517 -0.1 0.0 0.0
N -1.48418 0.69708 1.17730 -0.1 0.2 -0.1
C -2.47338 -0.19457 1.19645 0.2 -0.2 0.0
P -2.44673 -1.77623 0.26830 0.0 0.1 0.0
C -2.16138 -1.07421 -1.38000 0.1 0.0 0.1
N -1.26427 -0.12740 -1.61951 -0.1 0.1 0.1
C -1.30200 0.14409 -2.95601 0.0 0.0 0.0
C -2.24173 -0.66264 -3.53015 0.0 0.0 0.0
N -2.77416 -1.42495 -2.52981 0.0 0.0 0.0
C -3.82595 -2.42894 -2.69260 0.0 0.0 0.0
C -0.69504 -2.08881 0.69840 -0.1 0.1 0.0
N 0.26503 -1.16672 0.64535 0.1 0.0 0.0
C 1.36218 -1.67993 1.28096 0.0 -0.1 0.0
C 1.05898 -2.93738 1.70920 0.0 0.0 0.0
N -0.23527 -3.17838 1.34159 0.0 -0.1 0.0
C -0.98149 -4.40263 1.63790 0.0 0.0 0.0
H -5.18215 0.04338 3.14030 0.0 0.0 0.0
H -4.28258 -1.48466 3.13969 0.0 0.0 0.0
H -5.09649 -0.91697 1.65906 0.0 0.0 0.0
H -3.43871 1.73210 3.58626 0.0 0.0 0.0
H -1.08535 2.44617 2.36284 0.0 0.0 0.0
H -0.66784 0.88496 -3.41175 0.0 0.0 0.0
H -2.56751 -0.75735 -4.55119 0.0 0.0 0.0
H -4.12312 -2.44098 -3.73665 0.0 0.0 0.0
H -4.68794 -2.17174 -2.08175 0.0 0.0 0.0
H -3.45271 -3.41327 -2.41976 0.0 0.0 0.0
H 2.28709 -1.14130 1.39486 0.0 0.0 0.0
H 1.64936 -3.66861 2.23294 0.0 0.0 0.0
H -0.26894 -5.17215 1.91875 0.0 0.0 0.0
H -1.52284 -4.72968 0.75444 0.0 0.0 0.0
H -1.67306 -4.23467 2.46080 0.0 0.0 0.0
```
Forces are in eV/Å.

Results
HOMO-LUMO gap (alpha / beta) = 5.265 / 5.281 eV
Total charge = +2
Spin multiplicity = 1
Molar mass = 629.6 g/mol
Max |F| = 0.0092 hartree/bohr
HOMO level (alpha / beta) = -13.01 / -13.01 eV

=====

Record 4
4 unconnected molecules or ions with the total composition C48H108NO3P3. Source: the Open Molecules 2025 dataset; level of theory: ωB97M-V/def2-TZVPD.

Structure (XYZ):
```
163
Properties=species:S:1:pos:R:3:forces:R:3
C 2.57030 -4.41150 1.48778 0.4 -2.4 1.7
C 3.60875 -5.45072 0.95227 0.5 0.4 -0.4
C 4.62474 -6.08193 1.99526 -1.3 0.4 -0.3
C 5.61470 -6.95451 1.21300 1.2 0.1 -0.4
P 7.17127 -7.51372 2.01187 -2.7 0.9 1.2
C 8.11155 -8.60259 0.97240 0.1 0.1 -1.2
C 9.19732 -9.48189 1.56171 0.5 0.3 -0.4
C 10.57711 -8.80265 1.79584 0.4 -0.2 0.1
C 11.22007 -8.00688 0.59312 -1.8 -0.2 1.1
C 6.56328 -8.38143 3.49850 0.0 0.4 0.2
C 5.62910 -9.59562 3.37619 0.7 0.0 -1.3
C 4.77119 -9.92560 4.59293 0.0 -0.6 -0.3
C 5.51312 -10.07027 5.89724 0.2 0.1 -0.4
C 8.07195 -6.04378 2.61450 0.7 0.2 -0.4
C 8.08980 -4.76428 1.68892 -0.6 -1.0 0.6
C 8.78011 -5.05078 0.41626 1.2 1.2 -2.6
C 8.82605 -3.83363 -0.63211 -0.6 -0.9 0.7
H 1.77463 -3.96453 0.89177 0.9 0.2 -0.7
H 3.12387 -3.76751 2.17110 -0.3 0.7 -0.4
H 1.96661 -5.02233 2.15901 -0.2 0.1 0.5
H 4.18387 -4.95425 0.17070 0.4 0.0 0.0
H 3.19648 -6.32667 0.45142 -0.6 0.2 0.0
H 4.05405 -6.70909 2.68016 -0.1 -0.3 -0.1
H 5.00937 -5.33352 2.68811 0.7 0.2 -0.4
H 6.03143 -6.44433 0.34457 -0.4 0.4 -0.3
H 5.12657 -7.84081 0.80766 -0.1 -0.1 0.1
H 8.53434 -8.05549 0.12976 -0.2 0.3 0.0
H 7.43215 -9.31905 0.51067 -0.6 0.3 0.1
H 9.26643 -10.23454 0.77632 0.4 -0.4 0.3
H 8.71473 -9.93519 2.42757 0.8 -0.3 0.3
H 11.30832 -9.53959 2.12805 -0.2 -0.3 -0.1
H 10.47110 -8.17447 2.68029 0.1 0.4 -0.1
H 11.41313 -8.64659 -0.26804 0.2 0.0 0.1
H 12.08165 -7.41415 0.90046 0.1 -0.4 0.0
H 10.44902 -7.28643 0.32012 0.2 0.2 -0.5
H 5.94739 -7.72307 4.11115 0.5 0.9 -0.2
H 7.51406 -8.51560 4.01435 -0.2 -0.7 0.7
H 6.24883 -10.41389 3.00948 0.0 -0.6 0.6
H 4.96445 -9.48684 2.51915 -0.2 0.5 -0.1
H 4.32181 -10.87830 4.31270 -0.1 -0.2 0.2
H 3.91422 -9.27709 4.77495 0.1 0.5 -0.5
H 5.86185 -9.10279 6.25844 -0.1 0.0 0.2
H 6.40275 -10.67211 5.71161 -0.1 -0.3 0.5
H 4.80934 -10.50970 6.60413 0.5 -0.1 0.3
H 9.07029 -6.47162 2.70601 0.4 0.3 0.2
H 7.73206 -5.85854 3.63345 -0.2 0.1 -0.1
H 8.61930 -3.88468 2.05505 -0.4 -0.2 1.0
H 7.03671 -4.54907 1.50786 0.0 0.6 0.0
H 8.33117 -5.91205 -0.07848 0.1 -0.1 -0.3
H 9.84336 -5.24554 0.55657 -0.1 -0.5 0.5
H 7.86018 -3.77388 -1.13375 0.0 0.2 -0.1
H 9.60362 -3.95079 -1.38693 -0.1 -0.5 0.0
H 9.05248 -2.86095 -0.19540 -0.2 -0.1 0.5
C -10.87115 0.11217 3.20400 -0.5 -0.3 0.0
C -10.27975 0.60819 1.90626 0.2 1.2 -0.4
C -11.07128 0.05928 0.62929 0.4 -0.1 3.2
C -10.36771 -0.03664 -0.65564 1.5 0.9 -0.6
P -10.32371 1.50448 -1.64450 -3.0 -0.6 -1.4
C -9.08817 1.42675 -2.95331 0.1 -0.5 0.2
C -9.04274 0.20965 -3.91587 0.6 -1.0 0.6
C -8.57957 -1.14698 -3.28567 0.0 0.2 0.7
C -7.15587 -1.10019 -2.66328 -1.2 0.9 -0.9
C -12.05358 1.49734 -2.39784 0.0 0.6 -0.2
C -12.33862 2.69132 -3.41266 -0.7 -1.2 0.2
C -13.81018 3.33197 -3.40526 1.2 -2.2 0.6
C -14.10888 4.06942 -4.68194 1.2 1.4 0.6
C -10.26285 3.09594 -0.79245 1.4 -0.2 0.5
C -11.43116 3.53745 0.01087 -1.7 0.7 0.5
C -11.04418 4.76742 0.85548 -0.6 0.3 1.2
C -12.16232 5.79135 1.21168 -0.1 -0.5 -0.3
H -11.93451 0.34327 3.14110 -0.2 -0.2 0.5
H -10.45396 0.61163 4.07842 0.0 0.1 -0.2
H -10.73293 -0.95605 3.37110 -0.1 -0.1 -0.2
H -9.19331 0.54371 1.96611 0.2 -1.0 -0.8
H -10.31628 1.69275 2.00877 -0.6 0.4 -0.5
H -12.03373 0.56763 0.57109 -0.1 -0.3 0.1
H -11.18140 -0.98285 0.92917 -0.8 -0.1 -0.1
H -10.81577 -0.79381 -1.29910 0.0 0.2 -0.2
H -9.35920 -0.35793 -0.39529 0.3 0.0 -0.5
H -8.19102 1.44015 -2.33440 0.5 0.3 -0.3
H -9.18514 2.37014 -3.49063 0.2 0.0 0.0
H -8.27036 0.36566 -4.66899 -0.1 0.7 -0.1
H -9.98244 0.05571 -4.44632 -0.1 0.2 0.1
H -8.58510 -1.90429 -4.06961 -0.2 0.1 0.0
H -9.27727 -1.45489 -2.50688 -0.1 -0.3 -0.2
H -6.59944 -0.54423 -3.41787 0.7 -0.2 0.2
H -6.73050 -2.08480 -2.46909 -0.1 0.2 0.0
H -7.17516 -0.47502 -1.77059 0.3 -0.3 0.2
H -12.78075 1.48240 -1.58599 0.2 0.5 0.4
H -12.27793 0.52088 -2.82711 0.5 -0.1 -0.4
H -12.17371 2.27475 -4.40633 0.0 0.0 -0.1
H -11.53350 3.41206 -3.26982 -0.4 0.6 0.0
H -13.87173 3.89657 -2.47492 -0.3 0.5 -0.3
H -14.55538 2.54091 -3.32157 0.2 -0.4 0.4
H -13.14742 4.55351 -4.85329 -0.2 0.7 -0.7
H -14.83982 4.84473 -4.45236 -0.1 -0.1 -0.5
H -14.34626 3.51122 -5.58757 -0.2 -0.3 0.4
H -10.07955 3.94348 -1.45289 0.5 -0.5 -0.5
H -9.43686 3.03905 -0.08349 0.5 0.0 -0.2
H -11.84956 2.73689 0.62091 0.1 0.1 0.2
H -12.24028 3.84040 -0.65369 -0.1 0.0 -0.2
H -10.24962 5.35555 0.39626 0.1 -0.2 -0.3
H -10.64275 4.42340 1.80869 0.3 -0.2 0.0
H -13.06090 5.42388 1.70729 0.0 -0.7 -0.2
H -12.49568 6.26329 0.28743 0.0 0.4 0.1
H -11.81996 6.52164 1.94487 0.4 0.2 -0.4
C 8.15957 7.15068 -4.01771 -0.9 -1.1 0.9
C 7.78892 6.22051 -2.81969 0.9 0.2 1.3
C 6.33715 6.14371 -2.44273 -1.1 1.3 -1.6
C 5.99120 5.21671 -1.32457 1.9 -0.9 0.5
P 4.34902 5.16192 -0.80926 -2.5 -1.0 0.2
C 3.39664 4.34147 -2.13448 -0.3 0.1 0.9
C 3.38472 2.82362 -2.11590 0.4 -0.4 -0.5
C 2.76007 2.33860 -3.46113 -0.1 0.2 0.3
C 1.37205 2.98954 -3.70620 0.6 -1.1 0.4
C 4.09376 4.13538 0.73937 -0.2 0.7 -1.0
C 4.76894 4.50161 2.07185 1.0 -1.0 0.4
C 5.52761 3.25576 2.62863 -1.0 0.2 0.8
C 4.58834 2.27059 3.34925 -0.4 0.2 -1.5
C 3.68385 6.79000 -0.56429 -0.3 0.5 0.8
C 2.27658 6.76528 -0.02678 -1.6 0.4 -0.2
C 1.70490 8.14898 0.36958 -0.2 -0.9 2.2
C 1.49457 9.17207 -0.66500 0.4 -0.3 -2.0
H 9.23557 7.31526 -4.07465 -0.2 -0.1 -0.2
H 7.65007 8.10058 -3.85577 0.2 0.1 0.0
H 7.73816 6.73264 -4.93190 0.4 0.0 -0.2
H 8.31307 6.55932 -1.92607 0.2 0.5 0.1
H 8.07959 5.17038 -2.79075 0.6 -0.1 -1.2
H 5.83263 5.80317 -3.34694 -0.4 -0.2 -0.1
H 5.91509 7.13881 -2.30212 0.1 0.2 0.3
H 6.58993 5.34415 -0.42269 0.3 0.4 0.1
H 6.21792 4.19728 -1.63675 0.1 -0.3 0.0
H 3.68235 4.71480 -3.11789 0.1 0.2 0.1
H 2.35462 4.60007 -1.94628 0.0 0.5 -0.2
H 2.85985 2.49969 -1.21718 -0.6 -0.2 -0.3
H 4.37534 2.40925 -1.92857 0.3 -0.1 -0.5
H 2.73343 1.24962 -3.50004 -0.4 -0.1 0.3
H 3.39844 2.55497 -4.31773 0.4 0.5 0.2
H 1.43532 4.07733 -3.73469 -0.2 -0.2 -0.2
H 0.73601 2.66601 -2.88226 -0.3 0.3 0.0
H 0.92239 2.60763 -4.62275 0.1 0.2 0.0
H 4.31647 3.13015 0.38155 0.4 -0.2 0.2
H 3.01376 4.11343 0.88508 -0.1 0.1 -0.2
H 4.00328 4.77395 2.79828 0.2 0.5 -0.1
H 5.55773 5.24909 1.98715 -0.4 0.5 -0.1
H 6.17367 3.46537 3.48114 0.8 0.8 -0.7
H 6.05971 2.87547 1.75665 0.3 -0.6 0.4
H 3.70504 2.12086 2.72840 -0.2 -0.4 0.0
H 4.21830 2.72966 4.26599 0.3 -0.3 0.2
H 5.09756 1.31700 3.48884 -0.2 0.1 0.4
H 3.59232 7.43870 -1.43544 1.0 -0.2 -0.2
H 4.30144 7.18288 0.24337 0.4 0.6 -0.2
H 2.18800 6.11669 0.84476 -0.1 0.0 -0.1
H 1.63244 6.40677 -0.82969 -0.2 -0.4 0.1
H 2.34149 8.48850 1.18664 0.1 0.4 0.1
H 0.73011 8.00614 0.83593 0.0 -0.5 0.3
H 0.74641 8.81872 -1.37458 -0.2 -0.1 -0.1
H 2.41025 9.17603 -1.25628 0.1 1.0 -0.2
H 1.14613 10.15452 -0.34644 0.5 -0.1 0.2
N -3.95837 2.69553 1.96555 1.1 2.2 0.6
O -4.68930 1.81192 1.58754 -1.8 -1.9 -0.7
O -4.40270 3.75567 2.45187 -0.7 0.2 0.2
O -2.73176 2.59237 1.84931 1.4 -0.5 -0.2
```
Forces are in eV/Å.

Results
HOMO-LUMO gap = 5.269 eV
Total charge = +2
ΔE to the lowest compared entry with this formula, charge and spin = 5.7756 eV
Spin multiplicity = 1
Molar mass = 840.3 g/mol
Max |F| = 0.0654 hartree/bohr
HOMO level = -8.25 eV

=====

Record 5
2 unconnected molecules or ions with the total composition C9H17N4O2. Source: the Open Molecules 2025 dataset; level of theory: ωB97M-V/def2-TZVPD.

Structure (XYZ):
```
32
Properties=species:S:1:pos:R:3:forces:R:3
C 0.74698 0.62450 -0.59529 -0.4 -3.4 2.4
C -2.87498 -0.36332 0.34025 0.6 2.0 -0.1
C -1.88173 -1.24134 -0.48430 -1.3 -0.2 -0.5
C -2.21803 0.86220 1.03311 3.1 -4.4 1.2
C -0.66127 -1.74545 0.31713 -1.4 -0.1 1.6
C -0.96328 0.32960 1.90879 -0.2 0.8 -0.8
C 2.04434 0.72846 -2.49440 4.3 1.8 2.4
C 1.35821 2.05381 -2.21097 -1.3 2.7 -2.4
C -0.06855 -0.58483 1.13680 -0.9 2.1 -2.6
N 1.81935 -1.70056 1.15196 1.5 -0.6 0.0
N 1.55792 -0.08601 -1.39316 -0.8 2.1 0.2
N 0.63202 1.85506 -0.98462 1.5 -2.5 -0.9
N 1.22596 -0.75015 1.70951 -0.6 -0.9 0.4
O 1.59368 -0.09437 2.68979 0.7 0.4 0.4
O 3.03540 -1.94266 1.62663 0.4 -0.8 -0.7
H -3.59399 0.16682 -0.29604 -0.2 -0.9 -0.3
H -3.40664 -0.82442 1.14376 -0.4 -1.0 0.2
H -2.46581 -2.10760 -0.98839 1.2 1.4 0.9
H -1.56368 -0.55592 -1.27839 0.2 -0.4 -0.2
H -1.88342 1.61018 0.42244 1.2 1.6 -2.3
H -2.81075 1.38706 1.67262 -2.2 0.9 2.0
H -1.05406 -2.62890 0.96519 0.9 1.7 -0.4
H 0.17765 -2.14785 -0.20192 0.0 -0.4 -1.0
H -0.38185 1.14443 2.43577 -0.7 -1.1 -0.6
H -1.28934 -0.42729 2.63382 -0.5 0.4 0.5
H 1.81130 0.19836 -3.35502 -0.2 -0.2 -2.1
H 3.28380 0.95544 -2.37474 -3.3 -1.1 -0.6
H 1.97980 2.96919 -2.07461 0.0 -1.0 -0.4
H 0.57782 2.31854 -3.00843 1.2 -0.3 0.8
H 1.94758 -0.99009 -1.33346 -0.2 -1.1 1.0
H 0.07528 2.51590 -0.58358 -1.7 1.9 1.3
H 3.25031 -1.52879 2.46973 -0.5 0.8 0.6
```
Forces are in eV/Å.

Results
HOMO-LUMO gap = 8.748 eV
Total charge = +1
ΔE to the lowest compared entry with this formula, charge and spin = 5.3159 eV
Spin multiplicity = 1
Molar mass = 213.3 g/mol
Max |F| = 0.1069 hartree/bohr
HOMO level = -13.10 eV